{"formula": "C26H62BN4O18", "method": "ωB97M-V/def2-TZVPD", "symbols": ["O", "C", "O", "B", "O", "C", "O", "O", "C", "O", "C", "O", "O", "C", "C", "C", "O", "C", "N", "H", "H", "H", "H", "H", "H", "H", "H", "H", "H", "H", "C", "C", "C", "O", "C", "N", "H", "H", "H", "H", "H", "H", "H", "H", "H", "H", "H", "C", "C", "C", "O", "C", "N", "H", "H", "H", "H", "H", "H", "H", "H", "H", "H", "H", "C", "C", "C", "O", "C", "N", "H", "H", "H", "H", "H", "H", "H", "H", "H", "H", "H", "C", "C", "O", "O", "H", "H", "H", "H", "H", "H", "C", "C", "O", "O", "H", "H", "H", "H", "H", "H", "C", "C", "O", "O", "H", "H", "H", "H", "H", "H"], "xyz": [[-13.505, 7.425, 16.862], [-12.880, 7.452, 17.955], [-13.399, 7.106, 19.139], [-12.343, 7.239, 20.155], [-11.151, 7.784, 19.454], [-11.416, 7.974, 18.198], [-10.641, 8.376, 17.320], [-12.106, 6.021, 20.911], [-12.277, 6.095, 22.199], [-12.163, 5.190, 23.000], [-12.605, 7.587, 22.506], [-12.668, 8.173, 21.269], [-12.854, 8.103, 23.591], [-18.614, 5.122, 22.860], [-19.198, 6.098, 21.913], [-20.710, 5.803, 21.621], [-20.782, 4.580, 20.884], [-22.149, 4.038, 20.767], [-18.984, 7.397, 22.542], [-18.248, 4.271, 22.286], [-19.312, 4.777, 23.623], [-17.759, 5.440, 23.458], [-18.582, 6.148, 21.015], [-21.360, 6.547, 21.160], [-21.257, 5.696, 22.558], [-22.527, 3.526, 21.652], [-22.137, 3.215, 20.052], [-22.865, 4.767, 20.387], [-17.986, 7.544, 22.596], [-19.513, 8.117, 22.072], [-11.388, 15.685, 25.574], [-11.712, 14.188, 25.963], [-13.302, 14.059, 25.897], [-13.804, 14.231, 27.271], [-15.182, 13.838, 27.421], [-11.106, 13.234, 25.100], [-11.870, 15.888, 24.617], [-10.335, 15.912, 25.408], [-11.845, 16.376, 26.282], [-11.457, 14.013, 27.008], [-13.603, 13.026, 25.722], [-13.779, 14.713, 25.167], [-15.827, 14.428, 26.769], [-15.505, 14.082, 28.432], [-15.387, 12.772, 27.329], [-11.469, 13.345, 24.164], [-11.495, 12.411, 25.538], [-12.818, 11.300, 9.437], [-11.693, 11.390, 10.383], [-11.658, 12.605, 11.273], [-12.954, 12.753, 11.862], [-12.977, 13.953, 12.750], [-11.751, 10.176, 11.203], [-12.575, 10.794, 8.503], [-13.010, 12.320, 9.104], [-13.774, 10.998, 9.865], [-10.862, 11.368, 9.678], [-11.292, 13.380, 10.598], [-10.881, 12.470, 12.025], [-13.003, 14.867, 12.157], [-12.099, 13.923, 13.394], [-13.837, 13.994, 13.418], [-11.050, 10.266, 11.925], [-12.629, 10.448, 11.620], [-5.895, 4.366, 19.505], [-6.430, 2.945, 19.102], [-5.938, 1.932, 20.125], [-6.339, 2.324, 21.404], [-6.090, 1.254, 22.381], [-7.907, 3.039, 19.064], [-4.824, 4.531, 19.620], [-6.277, 4.754, 20.449], [-6.194, 5.148, 18.807], [-6.091, 2.780, 18.079], [-4.859, 1.804, 20.043], [-6.385, 0.953, 19.954], [-5.612, 1.736, 23.234], [-5.454, 0.421, 22.082], [-7.087, 0.881, 22.616], [-8.183, 2.936, 20.030], [-8.125, 3.971, 18.743], [-12.128, -1.099, 19.278], [-12.455, -0.308, 20.482], [-13.743, 0.292, 20.330], [-11.635, -0.488, 18.100], [-12.995, -1.670, 18.946], [-11.309, -1.747, 19.590], [-11.700, 0.426, 20.766], [-12.483, -0.798, 21.456], [-13.567, 1.121, 19.878], [-10.890, 0.101, 18.240], [-10.674, 8.778, 30.627], [-9.857, 10.054, 30.271], [-10.445, 11.111, 31.037], [-10.227, 8.297, 31.938], [-10.596, 7.952, 29.920], [-11.735, 9.017, 30.697], [-10.117, 10.191, 29.221], [-8.790, 9.880, 30.417], [-11.035, 11.544, 30.415], [-10.080, 8.927, 32.647], [-17.584, 3.369, 15.846], [-18.977, 3.831, 15.415], [-19.078, 3.383, 14.044], [-16.575, 3.716, 14.926], [-17.613, 2.300, 16.058], [-17.334, 3.785, 16.822], [-19.084, 4.915, 15.368], [-19.799, 3.288, 15.882], [-19.882, 3.721, 13.642], [-16.504, 4.672, 14.875]], "e_tot_ha": -2626.08653, "total_charge": -1, "relative_energy_kcal_mol": 100.25, "max_force_ev_per_a": 4.60, "homo_lumo_gap_ev": 9.2, "homo_ev": -7.340}

{"formula": "C26H62IN12O5P3", "method": "ωB97M-V/def2-TZVPD", "symbols": ["C", "C", "O", "N", "C", "C", "O", "C", "C", "N", "C", "I", "C", "N", "H", "H", "H", "H", "H", "H", "H", "H", "O", "P", "N", "C", "C", "N", "C", "C", "N", "C", "C", "H", "H", "H", "H", "H", "H", "H", "H", "H", "H", "H", "H", "H", "H", "H", "H", "H", "H", "O", "P", "N", "C", "C", "N", "C", "C", "N", "C", "C", "H", "H", "H", "H", "H", "H", "H", "H", "H", "H", "H", "H", "H", "H", "H", "H", "H", "H", "O", "P", "N", "C", "C", "N", "C", "C", "N", "C", "C", "H", "H", "H", "H", "H", "H", "H", "H", "H", "H", "H", "H", "H", "H", "H", "H", "H", "H"], "xyz": [[6.910, -4.219, 5.608], [6.237, -5.525, 5.986], [5.953, -5.701, 7.137], [5.948, -6.606, 5.055], [7.094, -7.165, 4.348], [8.038, -6.354, 3.489], [7.260, -8.347, 4.429], [4.717, -6.478, 4.259], [4.928, -6.684, 2.810], [5.060, -6.834, 1.682], [3.920, -5.168, 4.444], [1.930, -5.535, 3.644], [4.448, -4.069, 3.650], [4.980, -3.288, 3.001], [6.408, -3.427, 6.158], [6.915, -3.999, 4.549], [7.929, -4.258, 5.995], [8.218, -5.340, 3.826], [7.712, -6.369, 2.451], [8.992, -6.875, 3.517], [4.041, -7.286, 4.547], [3.737, -4.892, 5.476], [-0.119, -0.620, 3.034], [0.554, 0.096, 1.893], [1.002, -1.211, 0.892], [2.047, -1.148, -0.110], [-0.119, -2.000, 0.383], [1.945, 0.652, 2.787], [3.096, -0.227, 2.927], [1.600, 1.209, 4.088], [0.793, 1.333, 0.666], [1.659, 2.492, 0.885], [-0.511, 1.820, 0.157], [1.714, -0.673, -1.043], [2.374, -2.163, -0.345], [2.925, -0.611, 0.238], [-0.635, -1.498, -0.442], [-0.852, -2.183, 1.169], [0.220, -2.976, 0.029], [2.822, -1.249, 3.216], [3.783, 0.170, 3.678], [3.678, -0.265, 2.005], [1.420, 0.434, 4.842], [0.696, 1.820, 4.022], [2.406, 1.860, 4.437], [1.368, 3.095, 1.751], [1.611, 3.127, -0.005], [2.695, 2.188, 0.994], [-1.032, 2.428, 0.905], [-1.155, 0.974, -0.103], [-0.381, 2.414, -0.749], [-2.651, -2.416, -1.412], [-4.127, -2.685, -1.363], [-4.227, -4.207, -2.131], [-5.445, -4.746, -2.699], [-3.474, -5.270, -1.471], [-4.660, -1.453, -2.468], [-4.713, -1.757, -3.891], [-3.989, -0.176, -2.251], [-5.688, -2.767, -0.566], [-6.690, -1.712, -0.720], [-5.521, -3.049, 0.879], [-6.108, -5.189, -1.944], [-5.185, -5.526, -3.419], [-6.016, -3.999, -3.242], [-3.995, -5.646, -0.578], [-2.491, -4.913, -1.165], [-3.318, -6.107, -2.153], [-3.807, -2.257, -4.255], [-4.851, -0.836, -4.459], [-5.580, -2.374, -4.133], [-2.987, -0.148, -2.694], [-3.885, 0.030, -1.183], [-4.587, 0.632, -2.680], [-6.334, -0.726, -0.412], [-7.556, -1.970, -0.104], [-7.044, -1.658, -1.744], [-5.110, -2.191, 1.420], [-4.840, -3.894, 1.022], [-6.474, -3.324, 1.331], [0.323, 4.877, -2.643], [-0.308, 6.224, -2.852], [-1.591, 6.174, -1.725], [-2.751, 7.040, -1.774], [-1.165, 5.986, -0.343], [-0.936, 5.985, -4.453], [-2.262, 5.405, -4.611], [0.013, 5.315, -5.336], [-0.280, 7.969, -3.033], [-0.373, 8.612, -4.344], [0.873, 8.550, -2.305], [-2.556, 8.039, -1.361], [-3.557, 6.586, -1.191], [-3.131, 7.168, -2.783], [-0.767, 6.913, 0.095], [-0.387, 5.225, -0.285], [-1.997, 5.647, 0.276], [-2.419, 4.520, -3.982], [-2.419, 5.121, -5.652], [-3.043, 6.136, -4.394], [0.040, 4.232, -5.179], [1.025, 5.696, -5.178], [-0.249, 5.514, -6.378], [0.415, 8.304, -5.036], [-0.298, 9.693, -4.201], [-1.340, 8.427, -4.800], [1.824, 8.324, -2.798], [0.917, 8.151, -1.288], [0.771, 9.632, -2.223]], "e_tot_ha": -3382.74837, "max_force_ev_per_a": 6.16, "homo_lumo_gap_ev": 7.2, "smiles": "CC(=O)N(C(C)=O)[C@H](C#N)[C@H](I)C#N.CN(C)P(=O)(N(C)C)N(C)C.CN(C)P(=O)(N(C)C)N(C)C.CN(C)P(=O)(N(C)C)N(C)C", "homo_ev": -7.810}

{"formula": "C26H62N10O12", "method": "ωB97M-V/def2-TZVPD", "symbols": ["C", "C", "O", "N", "C", "H", "H", "H", "H", "H", "H", "H", "C", "C", "O", "N", "C", "H", "H", "H", "H", "H", "H", "H", "C", "C", "O", "N", "C", "H", "H", "H", "H", "H", "H", "H", "C", "C", "O", "N", "C", "H", "H", "H", "H", "H", "H", "H", "C", "C", "O", "N", "C", "H", "H", "H", "H", "H", "H", "H", "C", "C", "O", "N", "C", "H", "H", "H", "H", "H", "H", "H", "C", "C", "O", "N", "C", "H", "H", "H", "H", "H", "H", "H", "C", "C", "O", "N", "C", "H", "H", "H", "H", "H", "H", "H", "C", "N", "O", "O", "H", "H", "H", "C", "N", "O", "O", "H", "H", "H"], "xyz": [[-12.744, -7.417, 14.732], [-12.731, -8.225, 16.009], [-12.084, -7.819, 16.964], [-13.425, -9.387, 16.090], [-13.532, -10.213, 17.303], [-13.191, -7.823, 13.823], [-11.730, -7.057, 14.567], [-13.250, -6.504, 15.029], [-13.891, -9.813, 15.303], [-14.083, -9.651, 18.036], [-12.554, -10.512, 17.662], [-14.095, -11.095, 16.957], [-9.700, -12.407, 10.498], [-10.128, -12.292, 11.962], [-9.885, -13.170, 12.808], [-10.804, -11.204, 12.271], [-11.169, -10.879, 13.655], [-10.268, -11.701, 9.941], [-9.904, -13.490, 10.236], [-8.649, -12.264, 10.362], [-11.037, -10.503, 11.600], [-11.800, -11.632, 14.041], [-11.537, -9.863, 13.601], [-10.255, -10.813, 14.259], [-14.393, -8.813, 11.264], [-15.404, -9.138, 10.230], [-15.257, -10.138, 9.493], [-16.376, -8.233, 10.067], [-17.482, -8.356, 9.172], [-14.588, -9.361, 12.178], [-14.377, -7.772, 11.522], [-13.410, -9.129, 11.015], [-16.413, -7.438, 10.694], [-18.400, -8.478, 9.765], [-17.260, -9.147, 8.479], [-17.579, -7.381, 8.710], [-15.340, -6.126, 18.461], [-16.667, -6.253, 17.772], [-17.123, -5.324, 17.113], [-17.441, -7.312, 18.122], [-18.819, -7.502, 17.841], [-14.725, -7.045, 18.481], [-15.521, -5.799, 19.484], [-14.833, -5.318, 17.887], [-16.994, -8.096, 18.607], [-19.095, -8.538, 18.116], [-19.130, -7.393, 16.791], [-19.448, -6.816, 18.437], [-17.419, -10.306, 21.649], [-17.084, -10.207, 20.218], [-16.257, -9.399, 19.884], [-17.835, -10.977, 19.371], [-17.629, -11.201, 17.948], [-16.630, -9.899, 22.234], [-17.615, -11.310, 21.957], [-18.270, -9.662, 21.832], [-18.588, -11.503, 19.790], [-16.690, -11.758, 17.725], [-17.657, -10.289, 17.375], [-18.480, -11.814, 17.578], [-21.019, -13.639, 14.442], [-20.671, -13.444, 15.848], [-20.093, -12.427, 16.199], [-20.801, -14.532, 16.677], [-20.540, -14.347, 18.134], [-21.805, -14.379, 14.272], [-20.132, -13.928, 13.909], [-21.270, -12.656, 14.039], [-21.110, -15.433, 16.298], [-20.538, -15.307, 18.608], [-21.280, -13.659, 18.595], [-19.521, -13.999, 18.290], [-16.374, -4.268, 13.958], [-16.990, -5.326, 13.145], [-16.574, -5.690, 12.063], [-18.101, -5.823, 13.684], [-19.008, -6.599, 12.878], [-15.518, -3.783, 13.432], [-15.941, -4.736, 14.856], [-16.982, -3.478, 14.343], [-18.333, -5.590, 14.621], [-20.048, -6.595, 13.216], [-18.677, -7.651, 12.766], [-19.012, -6.149, 11.877], [-16.565, -9.569, 14.570], [-16.328, -11.028, 14.634], [-15.142, -11.393, 14.713], [-17.396, -11.843, 14.637], [-17.210, -13.288, 14.762], [-17.643, -9.339, 14.677], [-16.177, -9.263, 13.637], [-15.936, -9.118, 15.296], [-18.297, -11.389, 14.585], [-16.148, -13.476, 14.893], [-17.577, -13.815, 13.866], [-17.840, -13.607, 15.627], [-13.857, -13.316, 12.243], [-14.830, -14.018, 11.327], [-15.793, -14.501, 11.901], [-14.634, -14.160, 10.124], [-14.036, -13.754, 13.241], [-14.063, -12.261, 12.188], [-12.876, -13.445, 11.813], [-18.046, -12.008, 10.464], [-18.573, -11.250, 11.634], [-18.317, -10.052, 11.678], [-19.216, -11.872, 12.446], [-18.929, -12.458, 9.986], [-17.466, -12.811, 10.943], [-17.416, -11.351, 9.859]], "e_tot_ha": -2478.26286, "relative_energy_kcal_mol": 0.00, "max_force_ev_per_a": 3.00, "homo_lumo_gap_ev": 9.1, "smiles": "C[N+](=O)[O-].C[N+](=O)[O-].CNC(C)=O.CNC(C)=O.CNC(C)=O.CNC(C)=O.CNC(C)=O.CNC(C)=O.CNC(C)=O.CNC(C)=O", "homo_ev": -9.160}

{"formula": "C26H62N2O10", "method": "ωB97M-V/def2-TZVPD", "symbols": ["C", "C", "O", "O", "H", "H", "H", "H", "H", "H", "C", "C", "O", "O", "H", "H", "H", "H", "H", "H", "C", "C", "O", "O", "H", "H", "H", "H", "H", "H", "C", "C", "O", "O", "H", "H", "H", "H", "H", "H", "C", "C", "C", "C", "C", "C", "N", "O", "C", "C", "C", "H", "H", "H", "H", "H", "H", "H", "H", "H", "H", "H", "H", "H", "H", "H", "H", "H", "H", "H", "C", "C", "C", "C", "C", "C", "N", "O", "C", "C", "C", "H", "H", "H", "H", "H", "H", "H", "H", "H", "H", "H", "H", "H", "H", "H", "H", "H", "H", "H"], "xyz": [[-0.289, 0.298, 0.008], [1.084, 0.370, 0.635], [1.215, -0.457, 1.800], [-0.550, -0.992, -0.562], [-0.373, 1.072, -0.756], [-1.051, 0.525, 0.769], [1.268, 1.392, 0.978], [1.828, 0.120, -0.137], [1.127, -1.393, 1.549], [-0.103, -1.626, 0.025], [-3.652, -1.366, -3.666], [-2.689, -0.215, -3.637], [-2.613, 0.364, -2.356], [-3.169, -2.443, -2.931], [-3.865, -1.655, -4.716], [-4.638, -1.067, -3.299], [-2.998, 0.545, -4.363], [-1.706, -0.593, -3.961], [-2.084, -0.208, -1.782], [-2.192, -2.446, -3.075], [2.570, 2.012, 5.030], [2.128, 0.599, 5.215], [2.756, -0.226, 4.230], [1.944, 2.600, 3.873], [3.639, 1.986, 4.818], [2.422, 2.680, 5.888], [1.040, 0.475, 5.099], [2.421, 0.185, 6.182], [2.399, 0.048, 3.366], [1.004, 2.699, 4.061], [0.281, -3.104, -4.809], [1.691, -2.759, -4.460], [1.746, -1.697, -3.602], [-0.518, -3.249, -3.588], [0.209, -4.055, -5.344], [-0.157, -2.311, -5.415], [2.303, -2.537, -5.336], [2.182, -3.673, -4.057], [1.061, -1.807, -2.921], [-0.504, -4.185, -3.361], [-1.105, 3.869, 0.644], [-0.650, 4.590, -0.617], [-1.081, 3.755, -1.837], [-1.400, 4.509, -3.117], [-2.335, 5.641, -2.717], [-1.670, 6.658, -1.830], [-1.308, 5.917, -0.609], [-0.780, 6.738, 0.408], [-0.467, 7.355, -2.482], [-2.732, 7.701, -1.453], [0.862, 4.667, -0.591], [-0.861, 2.808, 0.658], [-2.191, 3.928, 0.746], [-0.653, 4.370, 1.502], [-0.224, 3.090, -2.055], [-1.856, 3.020, -1.594], [-1.973, 3.866, -3.780], [-0.466, 4.838, -3.567], [-3.087, 5.162, -2.079], [-2.879, 6.067, -3.563], [0.406, 6.699, -2.578], [-0.686, 7.627, -3.522], [-0.136, 8.241, -1.934], [-2.900, 8.371, -2.306], [-3.682, 7.217, -1.234], [-2.436, 8.310, -0.600], [1.251, 5.332, 0.180], [1.310, 5.003, -1.533], [1.253, 3.666, -0.385], [-0.146, 7.352, -0.013], [2.820, -3.724, 2.425], [2.089, -4.833, 1.685], [2.149, -6.058, 2.543], [1.226, -6.020, 3.762], [-0.208, -5.661, 3.334], [-0.329, -4.440, 2.436], [0.690, -4.489, 1.444], [0.567, -3.416, 0.496], [-1.685, -4.569, 1.711], [-0.380, -3.128, 3.231], [2.786, -5.093, 0.380], [2.477, -3.601, 3.449], [2.711, -2.773, 1.891], [3.905, -3.877, 2.486], [1.917, -6.956, 1.961], [3.175, -6.134, 2.919], [1.621, -5.332, 4.513], [1.202, -7.025, 4.188], [-0.765, -5.421, 4.249], [-0.688, -6.528, 2.881], [-1.825, -3.769, 0.977], [-1.793, -5.537, 1.215], [-2.517, -4.495, 2.416], [0.617, -2.802, 3.556], [-0.679, -2.332, 2.540], [-0.991, -3.139, 4.127], [3.833, -5.377, 0.469], [2.851, -4.131, -0.163], [2.251, -5.766, -0.296], [0.428, -3.852, -0.356]], "e_tot_ha": -1889.59562, "relative_energy_kcal_mol": 0.00, "max_force_ev_per_a": 2.14, "homo_lumo_gap_ev": 8.2, "smiles": "CC1(C)CCCC(C)(C)N1O.CC1(C)CCCC(C)(C)N1O.OCCO.OCCO.OCCO.OCCO", "homo_ev": -8.002}